16
Properties=species:S:1:pos:R:3 method="wB97M-V/def2-TZVPD" total_charge=+1 largest_force_ev_per_a=2.88 total_energy_ha=-250.9626 smiles=C1CC2(CC2)[NH2+]1 lumo_energy_ev=-3.342 de_lowest_kj_mol=112.08 homo_energy_ev=-15.45
C -1.834 -0.064 -0.085
C -0.730 1.182 0.068
C 0.310 0.077 0.038
C 1.634 -0.027 0.713
C 1.545 -0.035 -0.789
N -0.702 -1.025 0.081
H -2.582 -0.117 0.697
H -2.276 -0.105 -1.073
H -0.730 1.873 -0.764
H -0.820 1.704 1.013
H 1.881 -0.948 1.220
H 2.024 0.852 1.201
H 1.873 0.838 -1.331
H 1.736 -0.959 -1.312
H -0.721 -1.517 0.981
H -0.607 -1.730 -0.658